[1]
Below is C27H71AsF6N5O7 as an isolated structure in a non-equilibrium geometry, with properties calculated with ωB97M-V with the def2-TZVPD basis set.

```
117
Properties=species:S:1:pos:R:3:mulliken_charge:R:1
As -11.18464 -11.23320 23.42864 2.04
F -12.48164 -11.96890 22.54945 -0.44
F -11.88995 -9.65446 23.21284 -0.59
F -10.00649 -10.40225 24.43750 -0.66
F -10.38308 -12.75506 23.76902 -0.44
F -10.25265 -11.08345 21.94949 -0.48
F -12.06390 -11.44864 24.93670 -0.59
C -9.23036 -10.32166 17.29329 -1.93
C -9.37599 -11.73109 17.85925 2.09
C -9.23160 -12.72944 16.70256 -1.32
C -8.97428 -14.15070 17.18400 -0.73
C -7.81526 -14.23519 18.17688 -1.26
C -7.89306 -13.24870 19.34800 2.23
N -8.33318 -11.94637 18.87716 -0.10
O -8.35602 -10.97219 19.89285 -0.27
C -8.78011 -13.84898 20.45272 -2.06
C -6.44498 -13.13989 19.87761 -1.75
C -10.77473 -11.85868 18.48650 -1.43
H -9.91793 -10.20483 16.45358 0.42
H -8.21698 -10.13671 16.93461 0.48
H -9.44053 -9.58593 18.06936 0.10
H -10.15160 -12.71341 16.11454 0.42
H -8.41083 -12.42965 16.04475 0.37
H -8.71118 -14.80605 16.34876 0.41
H -9.88973 -14.56545 17.61516 0.33
H -6.84976 -14.19555 17.66836 0.41
H -7.84647 -15.26226 18.55626 0.38
H -8.32211 -14.77984 20.79342 0.60
H -8.91986 -13.18264 21.30231 0.20
H -9.75348 -14.14222 20.05255 0.34
H -6.38439 -12.32241 20.59813 -0.17
H -6.09416 -14.07606 20.30547 0.42
H -5.81670 -12.81706 19.04531 0.53
H -11.53595 -11.56877 17.75672 0.56
H -10.86365 -11.17562 19.33242 -0.16
H -11.02718 -12.85253 18.85502 0.34
H -9.09261 -11.24064 20.46883 0.26
C -10.12713 -16.23135 24.32193 -0.19
O -9.58484 -15.01902 24.79701 -0.47
H -9.57642 -16.59681 23.43944 0.23
H -9.89380 -17.00063 25.06030 0.26
H -11.18247 -16.13830 24.06561 -0.11
H -9.95766 -14.25763 24.31606 0.52
C -13.59214 -7.96070 24.97922 -0.47
O -12.35751 -7.33430 25.25726 -0.50
H -13.70943 -8.05342 23.89268 0.09
H -13.78266 -8.91575 25.46798 0.25
H -14.44521 -7.30664 25.18628 0.32
H -11.68064 -8.00376 25.09944 0.23
C -10.03062 -6.45377 19.11151 -1.49
C -11.27224 -6.76728 19.93844 0.29
C -11.91582 -8.10996 19.56987 0.32
O -13.04953 -8.26117 20.38150 -0.39
C -13.68636 -9.51329 20.19174 -0.47
N -10.94781 -6.68831 21.36084 -0.54
H -10.23048 -6.36116 18.04414 0.42
H -9.27053 -7.23330 19.23446 0.16
H -9.56683 -5.55011 19.50663 0.40
H -12.03835 -6.00830 19.74489 0.39
H -11.14287 -8.85877 19.80515 -0.49
H -12.15054 -8.18195 18.49944 0.48
H -14.45247 -9.65228 20.95241 0.23
H -12.97580 -10.33757 20.29228 -0.03
H -14.15792 -9.48673 19.20275 0.39
H -11.76729 -6.98311 21.88910 0.31
H -10.29743 -7.44406 21.57869 0.02
C -16.35151 -14.70734 23.99958 -1.48
C -15.02278 -13.99616 23.81234 0.17
C -13.82109 -14.83002 24.30845 -0.08
O -13.82736 -16.22559 24.02489 -0.43
C -13.79534 -16.54521 22.65674 -0.69
N -14.84086 -13.45288 22.46556 -0.68
H -16.84876 -14.52642 24.95239 0.35
H -16.28093 -15.78130 23.82467 0.24
H -17.07170 -14.33021 23.26677 0.42
H -14.98163 -13.10904 24.45352 0.40
H -13.80816 -14.81261 25.40317 0.32
H -12.89396 -14.30325 24.05245 -0.05
H -13.79217 -17.62760 22.55844 0.25
H -12.95325 -16.06112 22.14271 0.24
H -14.65190 -16.16423 22.08453 0.30
H -14.79276 -14.21251 21.79783 0.26
H -13.97700 -12.92794 22.36014 0.46
C -7.79241 -12.13164 26.86927 -1.44
C -6.88148 -11.12376 26.19692 0.19
C -6.48763 -11.61373 24.79826 0.12
O -5.45205 -10.73943 24.33657 -0.35
C -4.76391 -11.30416 23.25712 -0.44
N -7.51472 -9.80619 26.00842 -0.18
H -8.81575 -12.09760 26.49024 0.21
H -7.92144 -11.78002 27.90367 0.43
H -7.36824 -13.13396 26.93427 0.42
H -5.97789 -11.03701 26.80432 0.30
H -7.30284 -11.53351 24.07268 -0.53
H -6.11939 -12.64364 24.87293 0.59
H -4.13329 -12.14514 23.58208 0.40
H -4.11506 -10.57486 22.77115 0.29
H -5.45455 -11.68466 22.49169 -0.01
H -7.93814 -9.58726 26.91873 0.35
H -8.39546 -9.97397 25.51580 -0.02
C -9.09232 -5.22261 25.58516 -1.59
C -8.26967 -6.47103 25.28598 0.81
C -8.39710 -6.94988 23.86176 -0.15
O -7.70505 -8.16896 23.71025 -0.20
C -7.90110 -8.71425 22.44621 0.32
N -6.83182 -6.27204 25.62265 -0.67
H -9.04030 -4.83521 26.60486 0.44
H -10.14152 -5.34854 25.30782 0.30
H -8.67923 -4.38082 25.01175 0.35
H -8.49020 -7.23557 26.03714 -0.05
H -8.01533 -6.23343 23.12063 0.26
H -9.46791 -7.09535 23.66094 -0.13
H -7.45090 -9.69540 22.27586 -0.09
H -7.45450 -8.08242 21.66475 0.52
H -8.94374 -8.93057 22.17741 -0.68
H -6.81642 -5.87569 26.56336 0.29
H -6.49939 -5.45537 25.09951 0.28
```

Summary:
**HOMO-LUMO gap**: 0.3148 Ha
**Total charge**: -1
**Relative energy (zero: lowest compared OMol25 entry of this formula, charge and spin)**: 0.0 kJ/mol
**E_LUMO**: 0.08867 hartree
**E**: -128079.3467 eV
**Max |F|**: 2.3 eV/Å

[2]
Below is a 7-piece molecular cluster, C27H72N10O11 overall in a non-equilibrium geometry, with properties calculated with ωB97M-V with the def2-TZVPD basis set.

```
120
Properties=species:S:1:pos:R:3:mulliken_charge:R:1
C 1.00303 -4.23084 -3.50865 0.37
O -0.21531 -4.40186 -3.58740 -0.68
N 1.82990 -4.91106 -2.80551 -0.30
N 1.65737 -3.45834 -4.28897 -0.44
H 1.40643 -5.69296 -2.23256 0.25
H 2.83049 -4.86700 -2.93819 0.18
H 1.06934 -2.79178 -4.90381 0.25
H 2.57218 -3.06826 -4.13289 0.23
C -2.20655 -5.75708 0.41779 0.64
O -1.63012 -6.37699 1.32843 -0.72
N -1.93874 -4.52160 0.07074 -0.14
N -3.08107 -6.23612 -0.39643 -0.40
H -1.06421 -4.14082 0.54780 0.17
H -2.10632 -4.08022 -0.86951 0.14
H -3.24142 -7.23603 -0.22309 0.25
H -3.53897 -5.85054 -1.24002 0.20
C 0.36982 -1.67409 -0.08540 -0.98
O 0.14067 -2.64566 0.64882 -0.91
N 0.82780 -1.82706 -1.31034 0.97
N 0.13439 -0.42502 0.28330 3.18
H 0.91899 -2.80129 -1.51899 -0.03
H 0.97747 -1.15675 -2.08951 -0.28
H -0.16087 -0.34434 1.25955 -0.82
H 0.01055 0.32058 -0.40024 -0.36
C 0.32647 2.30655 -1.63574 -0.73
O -0.43228 1.32368 -1.70956 -0.54
C -0.81495 1.06417 -3.04703 -0.70
C -1.66256 -0.13735 -3.31383 0.28
N -1.93607 -0.58906 -4.70716 -0.28
C -3.06447 0.14594 -5.19510 -0.34
C -3.32112 -0.28607 -6.69562 -0.81
O -3.95670 -1.51229 -6.79294 -0.28
C -4.46483 -1.89928 -8.01603 -0.74
H 0.55327 2.45962 -0.57821 0.17
H -0.05729 3.22866 -2.10786 0.44
H 1.30357 2.13562 -2.10092 0.09
H 0.09900 0.93654 -3.69449 0.04
H -1.28911 1.91615 -3.46338 0.50
H -2.59646 -0.14903 -2.78041 0.07
H -1.01045 -0.89786 -2.89547 -0.31
H -2.38153 -1.52830 -4.59029 0.30
H -3.02750 1.24717 -5.08348 0.49
H -3.98937 -0.07094 -4.61213 0.11
H -2.43528 -0.16695 -7.28057 0.41
H -3.96560 0.51030 -6.98703 0.42
H -5.45393 -1.40328 -8.12868 0.26
H -4.59225 -2.95302 -8.05291 0.24
H -3.72042 -1.58366 -8.76362 0.31
C -0.07757 6.44447 8.96062 -0.80
O -0.04602 6.16976 7.76744 -0.20
C 1.16326 6.42899 7.13599 -0.75
C 1.05712 5.90458 5.75086 -0.20
N 2.35053 5.74274 5.14015 -0.28
C 2.27248 5.23326 3.82785 -0.75
C 2.15118 3.70767 3.83424 -0.44
O 1.90310 3.27930 2.51035 -0.34
C 1.75610 1.89277 2.35347 0.20
H -0.04294 7.55432 9.16743 0.28
H 0.70501 5.90512 9.56806 0.31
H -1.08967 6.17116 9.36874 0.22
H 2.03731 6.14759 7.62844 0.43
H 1.32907 7.50330 7.17702 0.38
H 0.56618 6.70318 5.16974 0.11
H 0.37829 4.95997 5.79088 0.16
H 3.02851 5.20253 5.71505 0.30
H 3.13808 5.52405 3.23303 0.31
H 1.50781 5.81269 3.30510 0.31
H 1.39837 3.45009 4.56493 0.28
H 2.96943 3.16850 4.06795 0.50
H 2.51414 1.18680 2.72580 0.36
H 1.65773 1.78286 1.27292 -0.36
H 0.77709 1.68756 2.77294 -0.17
C 5.03756 -4.44910 1.49339 -0.92
O 4.70920 -3.24707 1.66888 -0.37
C 3.63878 -2.88395 0.75085 -0.76
C 3.74308 -1.38527 0.54855 0.21
N 3.48871 -1.11818 -0.85036 -0.47
C 3.52779 0.30439 -1.09631 0.45
C 3.42256 0.60103 -2.61004 -0.50
O 3.50427 1.93677 -2.83476 -0.44
C 3.17941 2.36620 -4.18355 -0.76
H 5.94894 -4.71077 2.11006 0.26
H 5.33462 -4.61211 0.47650 0.37
H 4.27175 -5.15414 1.64700 0.36
H 2.80534 -3.14068 1.30275 0.30
H 3.52859 -3.41389 -0.22432 0.35
H 4.69920 -0.91677 0.84528 0.69
H 3.08027 -0.78435 1.18894 -0.28
H 2.52707 -1.33709 -1.01477 0.18
H 4.44176 0.79759 -0.69685 0.46
H 2.73684 0.94104 -0.66168 -0.51
H 2.50316 0.16404 -3.12415 0.00
H 4.24496 0.16177 -3.20570 0.51
H 3.54183 3.40911 -4.35017 0.28
H 2.13520 2.29817 -4.31713 0.23
H 3.37298 1.70046 -5.03818 0.35
C -5.71920 -0.08523 -1.28609 -0.92
O -4.73449 -0.83789 -1.27296 -0.18
C -4.17059 -1.12180 0.01247 -0.66
C -3.35264 -0.02683 0.58631 0.33
N -3.01770 -0.35309 1.97412 -0.58
C -2.21372 0.70736 2.47664 -0.63
C -1.38734 0.09015 3.59187 -0.99
O -0.70423 -1.01888 2.98409 0.01
C -0.04669 -1.78042 3.90222 -1.05
H -6.51337 -0.63204 -0.71961 0.34
H -6.00947 0.01731 -2.30893 0.29
H -5.75304 0.90979 -0.85857 0.35
H -3.54495 -1.98593 -0.26730 -0.17
H -4.91696 -1.46963 0.72800 0.57
H -3.88851 0.83927 0.47744 0.64
H -2.41397 0.05431 0.02175 -0.23
H -2.32043 -1.08929 2.11299 0.40
H -2.80032 1.46127 2.87707 0.67
H -1.58484 1.07366 1.69023 0.04
H -1.94659 -0.30115 4.47609 0.51
H -0.73143 0.81336 3.98361 0.41
H 0.30628 -1.28814 4.77363 0.41
H 0.74754 -2.37442 3.42400 0.10
H -0.78675 -2.61439 4.19514 0.33
```

Summary:
**SMILES**: COCCNCCOC.COCCNCCOC.COCCNCCOC.COCCNCCOC.NC(N)=O.NC(N)=O.NC(N)=O
**HOMO-LUMO gap**: 0.3411 Ha
**Relative energy (zero: lowest compared OMol25 entry of this formula, charge and spin)**: 869.6 kJ/mol
**E_LUMO**: 0.01231 hartree
**E**: -66579.5107 eV
**Max |F|**: 10.4 eV/Å

[3]
Below is a 7-piece molecular cluster, C27H72N4O11 overall in a non-equilibrium geometry, with properties calculated with ωB97M-V with the def2-TZVPD basis set.

```
114
Properties=species:S:1:pos:R:3:mulliken_charge:R:1
C 2.51406 4.48235 -5.00493 -0.92
O 2.50602 3.13229 -4.57709 -0.19
C 3.69779 2.42554 -5.05163 -0.62
C 3.53647 1.06525 -4.27448 -0.70
N 2.16902 0.49728 -4.26829 -0.35
C 1.86373 -0.18422 -5.51145 -0.53
C 0.97388 0.79624 -6.47865 -0.06
O 0.10394 -0.01284 -7.16275 -0.38
C -0.78728 0.78117 -7.96283 -0.72
H 3.41879 4.99920 -4.68484 0.35
H 1.78268 5.13948 -4.53442 0.23
H 2.48636 4.60043 -6.08816 0.34
H 4.63584 2.86993 -4.71894 0.49
H 3.80119 2.27199 -6.12579 0.32
H 3.66595 1.22569 -3.20416 0.32
H 4.26622 0.36129 -4.67449 0.48
H 1.61255 1.33846 -4.21491 0.17
H 1.16902 -1.02078 -5.43640 0.38
H 2.72752 -0.48271 -6.10547 0.21
H 1.52847 1.51614 -7.08054 0.33
H 0.43889 1.50265 -5.84393 0.00
H -1.45395 1.37132 -7.33403 0.28
H -1.25193 -0.05117 -8.49141 0.26
H -0.21973 1.38981 -8.66678 0.31
C 3.10813 -6.77940 2.85467 -0.78
O 1.88694 -7.11495 2.17982 -0.28
C 1.38467 -6.04099 1.28086 -0.59
C -0.02663 -6.33070 0.72841 -0.70
N 0.01819 -7.17937 -0.46013 -0.47
C 0.49102 -8.52229 -0.07194 -0.28
C 0.58137 -9.57286 -1.22508 -0.80
O -0.66919 -10.16224 -1.13827 -0.28
C -1.28164 -10.73166 -2.30257 -0.75
H 3.03838 -5.94062 3.54725 0.31
H 3.94993 -6.50721 2.21798 0.32
H 3.42574 -7.59862 3.49974 0.26
H 2.12510 -5.61939 0.60108 0.38
H 1.07138 -5.21353 1.91745 0.43
H -0.55096 -5.43482 0.39588 0.45
H -0.62052 -6.77092 1.52940 0.36
H -0.82678 -7.51184 -0.90236 0.27
H 0.00433 -8.88320 0.83415 0.32
H 1.56303 -8.43801 0.10635 0.26
H 1.32016 -10.34172 -0.99894 0.38
H 0.91030 -9.20325 -2.19631 0.36
H -2.14977 -11.29314 -1.95735 0.24
H -0.56252 -11.44773 -2.70033 0.31
H -1.51567 -10.04061 -3.11238 0.30
C -6.69428 2.41451 3.14694 -0.65
O -5.91008 2.26919 4.30438 -0.37
C -4.58737 2.53789 4.06325 -0.94
C -3.73543 1.57175 3.16676 -0.11
N -3.41026 0.35988 3.90493 -0.35
C -2.94923 -0.76257 3.07681 -0.78
C -4.03169 -1.20907 2.08214 -0.59
O -5.26329 -1.57705 2.72482 -0.33
C -6.13216 -2.25302 1.81838 -0.76
H -6.45411 1.74645 2.31983 0.20
H -6.77497 3.40716 2.70396 0.32
H -7.72522 2.20602 3.43294 0.30
H -4.20191 2.44791 5.07884 0.27
H -4.56595 3.61705 3.91138 0.52
H -2.80163 1.98324 2.78361 0.44
H -4.38726 1.39480 2.31125 0.06
H -4.29006 0.05724 4.29794 0.30
H -2.72497 -1.57790 3.76459 0.35
H -2.08284 -0.39551 2.52660 0.35
H -3.64676 -2.05057 1.50612 0.52
H -4.18928 -0.50856 1.26204 0.38
H -5.79219 -3.22335 1.45646 0.28
H -6.09557 -1.60685 0.94133 0.33
H -7.11287 -2.20213 2.29138 0.27
C -1.92729 4.90711 -4.54873 -0.51
O -1.75409 5.48900 -3.23871 -0.37
C -1.16806 4.59260 -2.28342 0.03
C -0.64781 5.33960 -1.02468 -0.42
N 0.05172 4.54746 0.00180 -0.19
C 0.66849 5.35754 1.01332 -1.06
C 1.95245 6.13300 0.55098 -0.42
O 2.93489 5.19580 0.05311 -0.21
C 4.13194 5.83537 -0.35829 -0.85
H -2.91560 4.44825 -4.52057 0.34
H -1.28329 4.08491 -4.86071 0.07
H -1.94527 5.76513 -5.22072 0.25
H -0.40111 4.06917 -2.85430 -0.23
H -1.85484 3.76448 -2.10835 0.33
H -1.50669 5.89445 -0.64709 0.29
H -0.11506 6.20045 -1.42867 0.24
H 0.79664 3.99427 -0.39718 0.28
H 0.99347 4.84395 1.91814 0.39
H -0.03422 6.07785 1.43218 0.44
H 2.16944 6.55825 1.53085 0.33
H 1.62945 6.90796 -0.14417 0.37
H 4.75412 5.21527 -1.00364 0.24
H 4.64794 6.27601 0.49476 0.34
H 3.88235 6.74870 -0.89832 0.33
C 2.74391 0.57301 1.38556 -0.43
O 2.48512 -0.63617 0.55697 -0.49
H 1.83123 0.97959 1.82125 0.22
H 3.54061 0.53831 2.12863 0.29
H 3.06348 1.30675 0.64557 0.13
H 2.02892 -0.25305 -0.19583 0.29
C 4.71518 0.20391 7.61328 -0.50
O 4.25220 1.20018 6.70442 -0.51
H 5.79524 0.22166 7.75908 0.23
H 4.26017 0.24360 8.60297 0.23
H 4.39108 -0.71572 7.12609 0.24
H 3.31629 1.07814 6.52896 0.30
C -0.22898 2.04573 7.29435 -0.59
O 0.20119 1.05477 6.32126 -0.48
H -0.79419 2.85523 6.83246 0.27
H -1.03208 1.57649 7.86265 0.27
H 0.54870 2.51075 7.90021 0.26
H -0.47876 0.98802 5.64686 0.29
```

Summary:
**SMILES**: COCCNCCOC.COCCNCCOC.COCCNCCOC.COCCNCCOC.CO.CO.CO
**HOMO-LUMO gap**: 0.3335 Ha
**Relative energy (zero: lowest compared OMol25 entry of this formula, charge and spin)**: 590.8 kJ/mol
**E_LUMO**: 0.01607 hartree
**E**: -57637.8860 eV
**Max |F|**: 3.7 eV/Å